1.
{
  "formula": "C10H30CrN6O11",
  "method": "the ωB97M-V functional and the def2-TZVPD basis",
  "molar_mass_da": 462.4,
  "orbital_gap_ha": [0.2262, 0.2349],
  "multiplicity": 5,
  "species": ["Cr", "C", "C", "O", "O", "H", "H", "H", "N", "O", "O", "O", "C", "O", "N", "N", "H", "H", "H", "H", "C", "O", "N", "N", "H", "H", "H", "H", "C", "O", "C", "C", "N", "C", "C", "O", "C", "H", "H", "H", "H", "H", "H", "H", "H", "H", "H", "H", "H", "H", "H", "H", "O", "H", "H", "O", "H", "H"],
  "xyz": [[-3.4376, 0.0238, -3.5652], [-5.0354, 1.1578, -0.1014], [-5.5814, 0.4505, -1.2909], [-6.7912, 0.4816, -1.5085], [-4.8271, -0.3040, -2.0410], [-5.5228, 2.1256, -0.0232], [-3.9485, 1.1440, 0.0039], [-5.2373, 0.6042, 0.8220], [-1.3239, -0.6517, -1.3053], [-2.2198, -0.9629, -0.4777], [-0.2054, -1.1757, -1.2068], [-1.5996, 0.1429, -2.2315], [-2.4910, -3.1885, -3.5236], [-2.9646, -2.0221, -3.5828], [-1.8208, -3.6156, -2.4502], [-2.5609, -4.0225, -4.5781], [-1.3882, -4.5187, -2.5247], [-1.3839, -2.9058, -1.8774], [-3.2864, -3.8268, -5.2475], [-2.2341, -4.9625, -4.4459], [-1.4638, -0.9090, 2.9362], [-1.3806, -1.1815, 4.1481], [-0.4154, -1.1147, 2.0949], [-2.6191, -0.5158, 2.3976], [-0.4615, -1.1785, 1.0961], [0.3887, -1.2780, 2.6791], [-3.3763, -0.2144, 2.9809], [-2.7398, -0.4917, 1.3960], [5.6198, 1.8010, 3.8557], [4.6052, 1.3491, 3.0207], [3.3024, 1.5106, 3.5855], [2.3201, 1.0615, 2.5084], [2.4465, 2.0078, 1.3849], [1.6646, 1.6389, 0.2351], [2.1187, 2.4049, -0.9955], [3.2872, 1.8420, -1.5115], [3.8651, 2.3127, -2.7003], [6.6158, 1.7262, 3.4140], [5.7677, 1.3249, 4.8333], [5.5531, 2.8679, 4.1097], [3.1971, 2.5432, 3.9282], [3.1689, 0.9047, 4.4881], [1.2911, 1.1036, 2.8649], [2.6009, 0.0606, 2.1638], [3.4395, 2.0090, 1.1718], [0.6215, 1.8623, 0.4756], [1.7445, 0.5783, -0.0507], [2.2104, 3.4810, -0.8008], [1.2581, 2.3987, -1.6826], [3.5557, 3.3371, -2.9275], [3.5088, 1.7412, -3.5666], [4.9384, 2.1611, -2.6184], [-3.7218, -3.1836, 0.2574], [-4.5842, -2.9960, -0.1279], [-3.2421, -2.3418, 0.1982], [3.0839, -1.2232, -1.4075], [2.1529, -1.0005, -1.3014], [3.5377, -0.3729, -1.3778]],
  "atomic_forces_ev_per_a": [[-0.7894, -1.6741, 3.7525], [0.9080, -0.2636, 1.0405], [-2.3935, -0.4969, -0.4207], [0.8337, 0.4178, 0.3295], [2.5959, 0.3744, -2.4365], [0.3150, 0.1058, 0.1133], [0.1009, 0.6576, -0.7974], [-0.8327, -0.1341, -0.2307], [-0.7983, -1.3433, 1.5666], [0.8585, 0.7896, -0.9201], [-0.3251, 0.5662, -0.4645], [-0.1689, 0.8267, -1.2041], [0.3508, 1.1115, 0.1359], [-0.0333, -0.1845, -0.5183], [0.0073, 0.1645, -0.4309], [-0.4146, 0.0649, 0.0186], [0.2063, 0.0227, 0.3995], [-0.0703, -0.3199, 0.3294], [0.0841, -0.2325, -0.0677], [-0.1909, -0.1493, -0.3044], [-0.1224, -1.5390, 1.8566], [0.3761, 0.9421, -1.0325], [0.1975, 0.3300, 1.0289], [-1.1665, 0.7521, -1.2609], [0.1720, 0.0158, -0.0731], [0.3884, -0.4013, -0.8236], [0.0889, -0.3116, 0.2021], [0.0984, 0.2370, 0.2674], [1.3590, 1.0019, 0.8004], [-0.0581, -0.2771, 0.3572], [0.0710, -0.5370, 0.0463], [0.3935, 1.3669, -0.2897], [0.4797, -0.3378, 0.7052], [0.4672, 0.2219, -0.3064], [-1.5494, 0.8544, -0.3436], [0.4726, -0.7357, 0.6359], [-0.8428, 0.0219, -0.5130], [-0.3155, -0.3285, -0.6516], [-0.7425, -0.5715, -0.0776], [-0.4871, 0.1135, -0.2015], [-0.3374, 0.1951, -0.4097], [0.2292, -0.2849, -0.0345], [0.0191, -0.2586, 0.1452], [-0.1918, -0.2566, 0.3053], [-0.0711, 0.1062, -0.3308], [-0.0668, -0.0568, -0.2946], [-0.1464, -0.0522, 0.3186], [0.5183, -0.0253, 0.3512], [0.2731, -0.4957, -0.4980], [0.4730, 0.2248, 0.3085], [-0.0041, -0.2350, 0.0984], [0.0438, 0.3750, -0.0376], [-0.0482, 0.1166, 0.0057], [0.0444, 0.0260, 0.0103], [-0.1687, -0.4512, -0.0644], [0.0650, -0.1460, -0.0271], [-0.0286, -0.0295, -0.0841], [-0.1264, 0.1262, 0.0205]]
}

---

2.
{
  "formula": "H2NO4P",
  "method": "the ωB97M-V functional and the def2-TZVPD basis",
  "de_lowest_ev": 1.601,
  "molar_mass_da": 111.0,
  "orbital_gap_ha": 0.3700,
  "multiplicity": 1,
  "species": ["N", "O", "O", "O", "O", "P", "H", "H"],
  "xyz": [[-1.1584, -0.0581, -0.1016], [-1.5219, -1.0208, 0.5141], [-1.8803, 1.0463, -0.2737], [1.0311, -1.3757, -0.2634], [1.1259, 1.0114, 0.2642], [0.5351, -0.0038, -0.8613], [0.8219, -1.5406, 0.6667], [1.0466, 1.9413, 0.0550]],
  "atomic_forces_ev_per_a": [[-3.0469, 3.8812, -0.2441], [-0.1933, 0.1325, 0.0364], [2.8555, -4.1735, 0.5083], [0.2628, -0.3832, -0.0163], [0.0101, -0.4930, 0.0773], [0.2694, 0.7208, -0.2660], [-0.0655, -0.0726, 0.0822], [-0.0921, 0.3879, -0.1778]]
}